Here is 3 unconnected molecules or ions with the total composition C2H8O2 from the OMol25 dataset. Energies are from ωB97M-V/def2-TZVPD.

The charge is 0. Its energy above the lowest of the compared OMol25 structures with the same formula, charge and spin is 621.6 kJ/mol. The calculation puts the LUMO energy at 0.3 eV. The HOMO energy is -8.97 eV. Its largest force on an atom is 0.0836 Eh/bohr. The calculated total energy comes out at -6291.96758 eV.

Each line ends with the natural charge from an NBO analysis.
CARTESIAN COORDINATES (ANGSTROEM)
C1 -1.30 0.65 -0.13  -0.656
C2 -0.62 -0.39 0.70  -0.313
H1 -1.88 0.19 -0.93  0.212
H2 -2.00 1.22 0.49  0.222
H3 -0.57 1.32 -0.58  0.231
H4 0.04 0.01 1.47  0.222
H5 -1.28 -1.13 1.14  0.195
H6 -0.12 -1.38 -0.23  0.021
O1 1.66 -0.56 -0.28  -0.556
O2 2.25 0.66 -0.79  -0.463
H7 2.98 0.75 -0.16  0.460
H8 0.83 -1.33 -0.70  0.425